A structure of composition C40H58KN5O3P2S2Se4, computed with the ωB97M-V functional and the def2-TZVPD basis.

Properties
LUMO: 3.46 eV
HOMO: -0.7492 eV
energy relative to the best compared isomer or geometry (same formula, charge and spin): 0.0 kcal/mol
multiplicity: 1
charge: -2

Each line ends with the Löwdin charge.
Geometry (Å):
H (-0.623, -4.918, -0.868)  0.069
H (5.031, -1.232, 5.268)  0.065
S (-0.393, 3.939, -0.196)  0.753
H (-1.767, -0.906, -3.573)  0.094
H (4.051, 5.308, 0.658)  0.074
H (2.721, -5.365, -4.497)  0.066
H (3.602, -2.538, 3.875)  0.104
Se (-2.643, 2.948, 3.657)  -0.260
O (-1.055, -1.822, -0.105)  -0.274
H (-6.263, 0.174, 0.309)  0.114
H (4.342, -4.594, -1.625)  0.101
H (4.777, 3.012, 1.455)  0.081
H (4.634, 4.268, -0.648)  0.057
C (3.392, -4.066, -1.653)  -0.068
Se (-1.804, 0.059, 6.120)  -0.274
H (-2.093, 4.811, 1.187)  -0.029
C (4.134, 0.284, -2.030)  -0.125
C (-5.043, 0.127, -1.958)  -0.041
C (3.210, -2.990, -0.827)  -0.045
C (-3.862, 1.412, -3.584)  -0.068
H (4.397, 2.384, -1.780)  0.087
C (-7.392, -0.118, 4.034)  -0.112
C (-5.803, -0.261, 2.237)  -0.252
C (-3.061, 1.889, -2.551)  -0.120
P (3.118, 1.733, 0.127)  1.102
C (4.461, 1.489, -1.152)  -0.555
C (0.235, -0.153, -3.548)  -0.093
Se (-2.947, 2.067, 5.797)  -0.232
C (2.714, -0.902, 1.011)  -0.344
C (3.571, -1.742, 3.138)  -0.051
H (-0.142, 6.257, 0.222)  0.057
H (1.813, 3.721, 1.883)  0.032
H (4.679, 0.494, 5.217)  0.076
H (2.898, 4.513, -0.420)  0.053
H (-2.243, 2.580, -2.726)  0.090
C (-4.876, 0.520, -3.275)  -0.085
S (-3.129, -0.690, 2.582)  0.955
H (-2.633, 4.639, -0.554)  0.056
H (-0.684, -1.613, -5.646)  0.071
O (-1.401, -0.779, -1.144)  -0.315
H (1.259, -0.528, -3.478)  0.067
C (3.850, 4.388, 0.103)  -0.132
H (-2.507, 3.214, 0.516)  0.014
H (2.274, -2.827, 1.830)  0.118
N (-3.176, 0.063, 1.077)  -0.229
K (-0.186, 0.667, 0.674)  0.559
H (-4.237, -0.549, 5.224)  -0.019
C (5.873, 1.376, -0.587)  -0.123
C (2.394, -4.501, -2.533)  -0.308
C (-4.179, 0.650, -0.997)  -0.213
H (-1.220, -3.055, -4.786)  0.061
H (-3.477, -2.458, -0.931)  0.078
H (-8.413, 0.021, 4.369)  0.089
C (3.772, 3.200, 1.065)  -0.581
H (1.474, 1.076, 3.822)  0.002
C (2.834, 3.536, 2.225)  -0.127
C (-2.095, 4.195, 0.285)  -0.304
C (5.065, -0.345, 4.634)  -0.066
H (0.407, -4.137, -3.148)  0.094
H (0.971, 5.681, -1.053)  0.031
C (-3.304, -2.955, -1.888)  -0.091
C (1.212, -3.788, -2.508)  -0.098
H (-3.683, 1.730, -4.603)  0.096
O (-0.432, 3.121, -1.462)  -0.589
C (2.005, -2.203, -0.805)  -0.310
Se (-0.897, 4.522, 3.705)  -0.247
H (5.932, 0.549, 0.125)  0.071
C (3.384, 0.321, 1.263)  -0.301
C (-7.104, -0.079, 2.674)  -0.054
H (3.177, 4.438, 2.741)  0.080
H (4.818, 0.241, -2.884)  0.073
H (-3.504, -2.238, -2.684)  0.061
H (-1.714, -3.951, -2.928)  0.090
H (4.237, -0.646, -1.469)  0.057
N (-5.518, -0.248, 0.844)  0.106
H (0.078, 0.553, -2.731)  0.066
C (-4.780, -0.461, 3.161)  -0.439
C (-1.874, -3.496, -1.948)  -0.445
C (-0.047, 5.637, -0.671)  -0.254
N (0.536, 1.158, 3.442)  -0.004
H (-0.757, 5.936, -1.442)  0.051
H (6.113, -0.135, 4.406)  0.069
H (-0.047, 0.554, 4.021)  -0.075
N (1.891, -1.082, -0.089)  0.014
C (-0.753, -1.324, -3.516)  -0.439
H (3.109, 0.325, -2.398)  0.054
C (-0.532, -2.207, -4.739)  -0.115
C (-1.651, -4.553, -0.869)  -0.090
H (-2.318, -5.403, -1.038)  0.074
C (2.590, -5.676, -3.455)  -0.079
C (0.978, -2.682, -1.680)  -0.187
C (-4.250, 0.173, 0.416)  -0.370
H (-7.893, 0.088, 1.946)  0.099
C (4.259, -0.555, 3.378)  -0.295
H (-6.584, -0.303, 6.013)  0.100
H (4.660, 1.383, 2.620)  0.096
H (-5.517, 0.116, -4.050)  0.100
H (-1.867, -4.137, 0.115)  0.082
P (-0.711, -2.083, -1.792)  0.779
C (-6.373, -0.306, 4.951)  -0.092
C (2.826, -1.907, 1.990)  -0.031
H (2.776, 2.733, 2.956)  0.050
H (0.140, 0.402, -4.486)  0.076
H (1.737, -6.359, -3.426)  0.066
H (-5.788, -0.607, -1.681)  0.108
H (6.187, 2.287, -0.074)  0.058
H (0.228, 2.113, 3.642)  -0.103
H (-4.017, -3.779, -1.980)  0.079
N (-3.221, 1.525, -1.286)  0.147
H (4.016, -2.690, -0.170)  0.102
C (4.143, 0.449, 2.429)  -0.083
C (-5.060, -0.454, 4.518)  -0.139
H (3.477, -6.245, -3.172)  0.062
H (6.593, 1.181, -1.389)  0.068
H (0.489, -2.590, -4.772)  0.067